<A>
Here is a 2-piece molecular cluster, C5H7N3 overall from OMol25. Energies are from ωB97M-V/def2-TZVPD.

Geometry as XYZ:
```
15
Properties=species:S:1:pos:R:3
C -2.05 -1.98 0.50
H -0.16 1.29 -2.07
C 0.04 0.81 -1.13
H 0.62 -0.68 1.66
N -3.95 0.98 -0.72
C -0.51 -0.34 1.55
N -3.20 1.50 -1.30
H 1.21 0.50 -1.06
H -0.50 0.71 1.34
C -1.16 -0.96 0.35
N -2.94 -2.72 0.60
H -0.04 1.51 -0.31
H -1.17 -0.95 -1.84
C -0.84 -0.50 -0.91
H -1.02 -0.57 2.55
```

Results
LUMO level, hartree: 0.014
HOMO-LUMO gap, eV: 9.898

<B>
Here is one molecule with the formula C5H7N3 from OMol25. Energies are from ωB97M-V/def2-TZVPD.

Geometry as XYZ:
```
15
Properties=species:S:1:pos:R:3
H -1.21 -2.21 -0.84
H -2.81 -1.58 -0.45
H 1.52 1.98 -0.08
C -0.76 1.82 -0.14
C 0.52 1.37 -0.10
N 1.38 -0.93 -0.06
H 2.51 0.77 0.26
C 0.35 -0.07 -0.04
C -1.78 -1.58 -0.09
N -1.76 0.81 0.06
H -1.04 2.86 0.04
N 2.65 -0.26 -0.11
H -1.81 -1.80 1.09
H 3.38 -0.92 0.44
C -1.14 -0.27 0.01
```

Results
LUMO level, hartree: -0.023
HOMO-LUMO gap, eV: 8.223

<C>
Here is one molecule with the formula C5H7N3 from OMol25. Energies are from ωB97M-V/def2-TZVPD.

Geometry as XYZ:
```
15
Properties=species:S:1:pos:R:3
H -3.48 0.03 0.29
N 0.45 1.05 0.20
C 2.44 0.11 -1.02
C 1.27 -0.03 -0.27
H 0.95 -2.77 0.98
N -0.89 0.77 0.49
H 2.74 1.13 -1.28
H 2.79 -0.85 -1.42
C -2.87 -0.28 -0.49
N 0.48 -2.34 0.22
C -1.61 0.04 -0.44
H 0.46 1.81 -0.43
C 0.74 -1.19 0.00
H -3.32 -0.84 -1.24
H -1.32 1.62 0.91
```

Results
LUMO level (alpha / beta), hartree: -0.020 / 0.001
HOMO-LUMO gap (alpha / beta), eV: 6.446 / 7.995

Relative energies in eV: <A> 0.000; <B> 2.904; <C> 6.586

<A>
Here is C5H7N3 as an isolated structure from OMol25. Energies are from ωB97M-V/def2-TZVPD.

Geometry as XYZ:
```
15
Properties=species:S:1:pos:R:3
H 2.03 -2.48 1.40
C 1.88 -1.73 0.29
C -0.42 1.01 -0.45
C 0.69 -0.82 0.09
N 0.91 0.36 -0.51
H -2.37 -1.23 1.09
N -1.44 0.56 -0.01
C -0.28 2.59 -0.68
N -0.36 -1.44 0.66
C -1.44 -0.67 0.62
H 2.91 -1.31 -0.15
H 0.75 3.02 -0.21
H -0.25 2.92 -1.69
H -1.09 3.07 -0.12
H 1.67 -2.57 -0.48
```

Results
LUMO level, hartree: 0.003
HOMO-LUMO gap, eV: 9.905

<B>
Here is a 2-piece molecular cluster, C5H7N3 overall from OMol25. Energies are from ωB97M-V/def2-TZVPD.

Geometry as XYZ:
```
15
Properties=species:S:1:pos:R:3
C 0.91 -1.40 0.75
H -1.57 -0.44 1.28
N 2.34 -1.61 0.69
C 0.69 0.97 2.39
H 0.80 1.75 -0.61
C 1.10 0.71 -0.64
H 0.37 -1.98 1.49
H -1.57 -0.54 -0.48
C -1.15 0.00 0.37
N 0.90 1.54 3.35
N 1.72 -2.15 -0.20
H -1.47 1.04 0.31
C 0.34 -0.11 0.36
H 0.89 0.32 -1.64
H 2.17 0.64 -0.47
```

Results
LUMO level (alpha / beta), hartree: -0.036 / -0.036
HOMO-LUMO gap (alpha / beta), eV: 9.237 / 9.236

Relative energies in eV: <A> 0.000; <B> 2.062

<A>
Here is a 9-piece molecular cluster, H17O9 overall from OMol25. Energies are from ωB97M-V/def2-TZVPD.

Geometry as XYZ:
```
26
Properties=species:S:1:pos:R:3
H -0.89 -1.65 -1.56
O 1.52 -0.34 -2.80
O 0.62 -0.24 2.85
H 0.44 -2.70 0.58
H 0.74 0.14 -2.53
O 0.37 0.52 -0.46
H -1.65 -3.73 0.68
H -2.05 1.50 -1.40
H 0.56 3.35 -0.83
H -2.16 2.80 -0.62
H -0.27 2.38 2.05
O -0.22 -1.82 -0.89
H 0.26 -0.57 -0.57
H 1.47 -1.22 -2.43
O -2.34 2.42 -1.49
H -1.34 -2.22 0.36
H 1.23 0.87 -0.71
O -1.99 -2.84 0.78
H 0.52 -1.19 2.94
H 0.93 -0.28 1.93
H 1.08 3.18 0.59
H -0.54 1.36 0.73
O -0.65 2.23 1.18
O 1.25 -2.61 1.13
O 1.16 3.74 -0.19
H 1.96 -3.07 0.68
```

Results
Net charge: -1
LUMO level, hartree: 0.121
HOMO-LUMO gap, eV: 9.552

<B>
Here is a 9-piece molecular cluster, H17O9 overall from OMol25. Energies are from ωB97M-V/def2-TZVPD.

Geometry as XYZ:
```
26
Properties=species:S:1:pos:R:3
O 1.49 -1.46 -3.12
H -2.31 0.16 1.59
H -0.62 -1.32 -1.07
O -2.02 1.30 -0.75
O 0.90 -0.75 2.76
H -1.78 1.79 0.04
H 1.09 1.45 -1.89
H -1.69 2.14 3.06
H 1.06 2.60 -3.02
H 1.57 -0.60 -3.54
O -1.25 2.22 2.21
H 1.54 -0.83 -0.17
H 2.69 -1.95 -0.17
H 1.29 -1.06 1.91
O 0.97 0.12 -1.06
O 1.65 2.03 -2.51
H 1.14 -1.28 -2.22
H 1.69 0.64 -0.66
O -1.21 -1.73 -0.40
H -0.38 1.91 2.52
H -2.79 -1.25 1.66
O 2.12 -1.50 0.45
O -2.81 -0.43 2.17
H -0.79 -2.00 0.42
H -1.50 0.51 -0.90
H -0.06 -0.74 2.67
```

Results
Net charge: -1
LUMO level, hartree: 0.113
HOMO-LUMO gap, eV: 9.176

Relative energies in eV: <A> 0.000; <B> 0.250

<A>
Here is one molecule with the formula C4H7P from OMol25. Energies are from ωB97M-V/def2-TZVPD.

Geometry as XYZ:
```
12
Properties=species:S:1:pos:R:3
H 0.61 2.22 -1.66
C -0.60 -0.16 -0.08
H 0.47 -0.96 2.03
C -0.54 -0.89 1.49
C 0.51 0.43 -0.51
H -1.61 -0.19 -0.46
H 1.76 0.81 -2.14
C 0.76 1.16 -1.81
H -0.85 -2.19 3.20
H -0.04 0.89 -2.52
H 1.41 0.40 0.19
P -1.87 -1.51 2.28
```

Results
LUMO level, hartree: 0.011
HOMO-LUMO gap, eV: 9.162

<B>
Here is one molecule with the formula C4H7P from OMol25. Energies are from ωB97M-V/def2-TZVPD.

Geometry as XYZ:
```
12
Properties=species:S:1:pos:R:3
H 2.83 0.98 0.48
C 1.15 -0.46 0.61
C 2.25 0.17 -0.22
H -2.30 1.22 0.94
H 3.11 -0.47 -0.36
H 1.13 -0.98 1.62
H -1.92 -1.58 -0.96
C -0.22 -0.49 0.12
P -3.01 0.34 0.22
H -3.28 1.18 -0.86
C -1.57 -0.60 -0.40
H 1.84 0.69 -1.18
```

Results
LUMO level, hartree: 0.032
HOMO-LUMO gap, eV: 9.614

<C>
Here is one molecule with the formula C4H7P from OMol25. Energies are from ωB97M-V/def2-TZVPD.

Geometry as XYZ:
```
12
Properties=species:S:1:pos:R:3
P -0.62 -0.18 -1.61
H -1.94 -2.03 -0.43
H -1.94 0.49 -1.50
H -0.74 -2.64 -1.40
C 1.78 1.63 1.71
C 1.22 0.96 0.55
H 2.85 1.57 1.87
C -0.04 0.15 -0.05
H 1.36 1.24 2.61
H -2.13 -2.06 -2.18
H 1.67 2.69 1.80
C -1.45 -1.81 -1.35
```

Results
LUMO level (alpha / beta), hartree: -0.008 / 0.000
HOMO-LUMO gap (alpha / beta), eV: 8.358 / 8.200

Relative energies in eV: <A> 0.000; <B> 1.092; <C> 3.206

<A>
Here is one molecule with the formula C4H7P from OMol25. Energies are from ωB97M-V/def2-TZVPD.

Geometry as XYZ:
```
12
Properties=species:S:1:pos:R:3
H -2.53 1.50 -1.52
H 0.07 -1.17 1.67
H 2.77 -1.68 0.67
H -1.58 -0.29 -0.05
H -1.15 2.76 -0.97
C -1.06 0.58 -0.40
C -1.45 1.61 -1.32
C 0.92 -0.99 1.06
P 0.96 0.19 -0.29
H -0.83 1.66 -2.21
H 1.86 -2.44 2.06
C 1.99 -1.72 1.30
```

Results
LUMO level (alpha / beta), hartree: 0.002 / -0.022
HOMO-LUMO gap (alpha / beta), eV: 7.826 / 7.430

<B>
Here is one molecule with the formula C4H7P from OMol25. Energies are from ωB97M-V/def2-TZVPD.

Geometry as XYZ:
```
12
Properties=species:S:1:pos:R:3
H -0.60 1.88 -0.83
H -1.86 -1.70 1.61
C 0.31 -0.02 -0.39
C -1.07 -1.58 0.90
C -0.85 -0.34 0.52
H -0.34 -2.36 0.49
H 0.91 1.40 -1.94
H 2.48 0.73 -0.02
H 0.65 -0.98 -0.89
H -1.46 0.38 0.95
C 0.43 1.39 -0.99
P 1.40 1.20 0.58
```

Results
LUMO level, hartree: 0.045
HOMO-LUMO gap, eV: 9.928

<C>
Here is a 2-piece molecular cluster, C4H7P overall from OMol25. Energies are from ωB97M-V/def2-TZVPD.

Geometry as XYZ:
```
12
Properties=species:S:1:pos:R:3
H 1.34 1.07 1.80
H -1.65 0.72 0.71
C 1.33 0.81 0.71
H 1.68 1.63 0.01
H -0.76 -1.92 -0.20
P 1.80 -0.93 0.04
C 0.21 0.07 0.03
C -1.67 -1.35 0.14
H 2.35 -0.32 -1.07
C -1.21 -0.11 0.36
H -2.69 -1.79 0.12
H 0.28 0.62 -1.97
```

Results
LUMO level (alpha / beta), hartree: -0.016 / -0.015
HOMO-LUMO gap (alpha / beta), eV: 8.517 / 7.616

Relative energies in eV: <A> 1.771; <B> 0.000; <C> 3.915

<A>
Here is a 3-piece molecular cluster, C2H3IN2 overall from OMol25. Energies are from ωB97M-V/def2-TZVPD.

Geometry as XYZ:
```
8
Properties=species:S:1:pos:R:3
H 1.24 0.62 1.05
H -0.97 -2.19 -0.14
I -3.06 -0.07 -0.59
C 0.51 1.40 0.82
N -0.31 2.06 0.37
N 1.09 -1.39 -0.14
C 0.02 -1.80 -0.22
H -3.97 1.08 -1.11
```

Results
LUMO level, hartree: 0.018
HOMO-LUMO gap, eV: 10.621

<B>
Here is one molecule with the formula C2H3IN2 from OMol25. Energies are from ωB97M-V/def2-TZVPD.

Geometry as XYZ:
```
8
Properties=species:S:1:pos:R:3
H 1.34 -1.52 -0.20
I -2.76 -0.28 0.08
H -0.34 -2.29 -0.07
C 0.27 -1.40 -0.13
N 0.87 1.88 -0.18
H 0.77 2.75 0.36
C -0.23 -0.17 -0.08
N 0.07 1.03 0.22
```

Results
LUMO level (alpha / beta), hartree: -0.064 / -0.064
HOMO-LUMO gap (alpha / beta), eV: 7.215 / 7.213

<C>
Here is C2H3IN2 as an isolated structure from OMol25. Energies are from ωB97M-V/def2-TZVPD.

Geometry as XYZ:
```
8
Properties=species:S:1:pos:R:3
N -0.74 0.59 -0.34
N 0.51 0.10 0.53
H -1.73 -1.16 0.37
I 3.22 -0.14 1.30
C -1.72 -0.17 -0.11
C 1.59 0.25 -0.02
H 1.65 0.63 -1.11
H -2.77 -0.11 -0.62
```

Results
LUMO level, hartree: 0.007
HOMO-LUMO gap, eV: 9.748

<D>
Here is one molecule with the formula C2H3IN2 from OMol25. Energies are from ωB97M-V/def2-TZVPD.

Geometry as XYZ:
```
8
Properties=species:S:1:pos:R:3
H 1.57 0.00 -0.44
N -0.52 -2.48 0.05
C -0.54 -0.12 0.23
H 1.02 0.91 0.93
N -0.61 -1.35 -0.04
H 0.61 1.47 -0.74
I -2.27 0.98 -0.01
C 0.75 0.59 0.02
```

Results
LUMO level, hartree: -0.001
HOMO-LUMO gap, eV: 8.162

Relative energies in eV: <A> 0.000; <B> 1.960; <C> 1.034; <D> 0.717